A 2-piece molecular cluster, C21H26NO2 overall in a non-equilibrium geometry, computed with the ωB97M-V functional and the def2-TZVPD basis.

Computed properties:
- Energy above the lowest of the compared OMol25 structures with the same formula, charge and spin: 329.1 kJ/mol
- HOMO-LUMO gap: 4.6 eV
- E_HOMO: -0.3639 Eh
- Molecular weight: 324.4 Da
- E_tot: -27775.769 eV

Geometry as ORCA input:
```
! wB97M-V def2-TZVPD RIJCOSX def2/J DEFGRID3
* xyz 1 1
H -1.87 -2.15 2.24
H 2.42 -0.27 1.41
C -1.87 1.25 2.38
H -4.29 -1.74 2.33
C -2.17 -3.54 -2.02
C 3.25 3.13 -1.26
C -0.40 -1.44 -1.57
H -6.02 0.17 3.35
H -0.52 -4.82 -1.58
C -3.60 -0.91 2.34
C -1.34 -0.05 2.31
H 2.49 -0.13 3.19
C 0.50 -0.32 -1.39
C 2.16 2.08 -1.51
C -4.11 0.38 2.40
C 0.05 -0.22 2.27
H -2.07 -0.18 -2.01
C 2.25 0.40 2.26
H -3.63 -2.03 -2.40
H -3.61 2.46 2.48
C -3.22 1.46 2.42
N 2.70 0.71 -1.45
C 4.00 0.51 -2.12
H 1.04 -2.99 -1.19
O 0.91 0.83 2.28
C -2.25 -1.14 2.29
H 4.42 -0.45 -1.79
H 1.70 2.23 -2.49
C -5.58 0.62 2.45
H -1.18 2.08 2.40
C 0.02 -2.77 -1.46
H 0.47 -1.22 2.22
H 0.04 0.66 -1.39
H -2.86 -4.35 -2.19
H 2.91 1.27 2.16
C -0.86 -3.80 -1.68
H 3.58 3.11 -0.22
C -2.61 -2.23 -2.13
O 4.39 2.91 -2.08
C 4.98 1.64 -1.86
H 2.88 4.14 -1.47
H -5.81 1.68 2.46
H 2.32 -1.35 -1.41
C 1.85 -0.39 -1.37
H 5.34 1.62 -0.82
H 3.81 0.41 -3.20
H 5.85 1.58 -2.51
H 1.37 2.18 -0.75
H -6.07 0.18 1.58
C -1.74 -1.20 -1.90
*
```

=====

C38H35O2P2Tl as an isolated structure in a non-equilibrium geometry, computed with the ωB97M-V functional and the def2-TZVPD basis.

Computed properties:
- HOMO-LUMO gap (spin up / spin down): 5.0 / 5.8 eV
- E_HOMO (spin up / spin down): -0.4957 / -0.4883 Eh
- Molecular weight: 790.0 Da
- E_tot: -67319.044 eV

Geometry as ORCA input:
```
! wB97M-V def2-TZVPD RIJCOSX def2/J DEFGRID3
* xyz 2 1
P 0.93 1.39 1.89
C 1.78 -1.21 5.53
C 3.10 -2.17 0.09
H 1.06 0.50 6.67
C 0.50 -3.17 -2.13
H 0.53 1.86 4.67
C -1.68 4.80 3.40
C -2.12 3.48 3.56
P -1.39 -1.18 -1.84
H 0.35 -3.36 -1.06
H 2.15 -4.34 -4.87
H 3.88 -2.93 -0.16
H -1.53 0.22 0.80
C -2.74 -2.49 0.26
C -3.77 -3.32 0.67
H 5.21 3.48 2.59
H -5.05 -4.19 -2.38
C -3.55 0.10 -2.95
H -1.23 1.25 -0.10
C 1.50 -3.71 -4.27
H 1.82 -4.82 -2.43
H -0.25 0.99 -3.44
H 3.48 -1.50 0.92
C -2.15 0.07 -2.88
H 1.88 -1.39 2.12
H 2.43 -2.74 4.14
H -3.04 3.26 4.11
Tl 0.11 -0.12 -0.01
C -4.60 -3.94 -0.28
C -0.19 -2.14 -2.79
C 0.02 -1.81 -4.13
H 1.20 4.24 1.63
C 1.89 -0.60 -1.33
H -0.48 -0.94 -4.57
C -3.35 1.83 -4.62
C 1.21 0.31 3.32
H -1.34 2.53 -5.06
H 3.07 2.45 3.33
H -3.92 -3.49 1.73
C 2.50 2.04 1.29
H 2.20 -2.74 0.52
H -3.25 -2.68 -3.16
C -1.34 1.00 -3.57
H -0.15 6.09 2.56
C -0.50 5.08 2.70
C 3.36 2.53 2.27
H 4.20 2.70 -1.55
C 1.71 -0.99 3.13
C 4.54 3.10 1.85
C 2.01 -1.74 4.26
H 5.79 3.62 0.16
C -3.40 -2.90 -2.09
H -3.83 2.52 -5.32
H -5.21 0.93 -3.96
C -4.14 0.96 -3.86
C 0.87 -2.62 -4.87
C 1.33 -3.98 -2.91
C -2.61 -2.28 -1.13
C -4.42 -3.72 -1.65
H 1.00 -2.37 -5.92
H -1.71 1.39 3.15
C 0.95 0.85 4.58
C 2.77 2.10 -0.09
C -1.95 1.86 -4.47
O 2.86 -1.49 -1.10
H 2.01 -1.80 6.42
H 2.08 1.69 -0.84
C 0.26 4.05 2.17
H -2.27 5.62 3.81
H -5.40 -4.60 0.06
C 1.25 0.07 5.69
O 1.66 0.11 -2.32
C -1.38 2.42 3.05
H -2.08 -1.97 0.97
H -4.15 -0.60 -2.36
C 3.98 2.66 -0.48
C 4.85 3.17 0.48
C -0.16 2.73 2.41
*
```

=====

A 2-piece molecular cluster, C2H7FNPS overall in a non-equilibrium geometry, computed with the ωB97M-V functional and the def2-TZVPD basis.

Computed properties:
- SMILES: CP(F)S.C=N
- Energy above the lowest of the compared OMol25 structures with the same formula, charge and spin: 125.9 kJ/mol
- HOMO-LUMO gap: 9.9 eV
- E_HOMO: -0.3421 Eh
- Molecular weight: 127.1 Da
- E_tot: -26518.532 eV

Geometry as ORCA input:
```
! wB97M-V def2-TZVPD RIJCOSX def2/J DEFGRID3
* xyz 0 1
H 1.75 1.35 0.62
C 1.11 0.47 0.62
H 0.14 0.96 0.25
S -0.95 -1.44 1.81
C -0.40 0.19 -2.58
H -1.66 -0.23 -1.13
H -1.28 -2.20 2.92
N -1.04 0.48 -1.55
H 1.36 -0.20 -0.22
H 0.07 1.00 -2.96
F 0.24 0.81 3.17
P 0.91 -0.46 2.21
H -0.26 -0.70 -3.16
*
```

=====

A 22-piece molecular cluster, C35H48Cl63O2 overall, computed with the ωB97M-V functional and the def2-TZVPD basis.

Computed properties:
- HOMO-LUMO gap: 6.7 eV
- E_HOMO: -0.1966 Eh
- Molecular weight: 2734.3 Da
- E_tot: -830083.519 eV

Geometry as ORCA input:
```
! wB97M-V def2-TZVPD RIJCOSX def2/J DEFGRID3
* xyz -1 1
Cl -5.78 3.64 0.86
C 1.88 1.36 0.46
H 0.00 2.23 -0.11
C 4.21 0.65 -0.28
Cl -4.09 6.97 -4.15
Cl -2.18 8.73 1.84
H 0.13 -0.22 3.14
H 3.32 -3.15 2.17
Cl 0.46 0.34 5.86
H -0.85 -2.24 2.99
C -3.69 -5.28 1.92
H 4.18 0.31 1.86
O -1.80 -4.90 -2.21
H -5.10 -8.73 9.78
C -4.82 -6.61 6.35
Cl 3.28 0.22 -7.83
Cl -9.68 -5.49 2.11
Cl 3.03 -7.19 -1.59
Cl -2.17 1.73 -7.10
H -1.96 -1.33 1.98
Cl -3.36 9.01 -6.08
Cl 3.72 -2.32 -9.15
H 3.25 7.11 4.62
Cl 7.83 3.68 -7.62
H 0.99 -3.58 -6.75
Cl 1.90 -5.30 -3.49
C -0.48 0.74 1.32
C 2.72 0.66 -0.59
C -5.28 2.95 -0.70
H 2.16 2.42 0.44
C -8.61 -4.84 3.34
C -1.74 -3.67 -2.03
C -1.21 -0.23 5.75
C 0.37 1.25 0.16
C 4.47 5.63 7.77
Cl 5.50 4.59 6.80
H 3.65 -6.81 -3.81
Cl -2.95 2.94 2.78
O -2.66 -2.82 -2.19
H 0.30 -3.90 -1.31
Cl 8.08 1.57 -14.48
C -2.80 7.64 -5.13
Cl -4.67 -6.67 2.42
Cl -2.05 0.54 4.41
H 10.38 3.57 2.90
H -1.47 0.51 0.93
Cl -7.16 -4.15 2.61
Cl 3.37 5.34 3.11
H 6.65 1.90 -8.56
C -0.93 -1.70 2.04
Cl -5.10 -10.53 11.28
C -9.14 5.74 -0.68
Cl -2.87 -5.57 0.42
H 3.37 -1.54 2.89
C 2.51 6.47 4.15
H -9.14 -4.07 3.87
H -0.62 1.56 2.01
H 0.22 -3.28 1.20
Cl -6.00 -2.13 -1.06
Cl 5.00 3.51 -8.23
Cl -5.08 -4.88 6.27
Cl 7.53 -0.84 -12.95
H -4.61 -6.97 5.35
Cl 0.24 -1.35 -6.88
Cl -4.80 1.27 -0.54
Cl -6.40 -3.51 -3.57
H -4.05 9.11 0.49
C 7.05 0.82 -13.26
C 9.69 2.74 2.83
H -9.77 5.79 0.20
Cl -1.23 4.55 1.08
C -3.44 0.84 -6.23
Cl -1.22 4.98 3.94
Cl 1.42 7.49 3.22
Cl -9.92 6.69 -1.96
Cl 6.02 -1.40 5.60
Cl -2.79 -0.55 -5.41
Cl 7.05 1.77 -11.77
C 0.83 -2.78 -6.03
Cl -7.37 -9.15 10.11
Cl -7.56 6.40 -0.27
C 3.28 -0.63 -9.36
H -4.37 -4.45 1.76
Cl 6.17 1.70 -6.29
C -0.67 -2.70 0.92
H -2.48 6.86 -5.82
Cl 9.78 2.08 1.20
Cl -4.16 6.81 0.91
Cl -5.92 -5.02 -1.13
C 4.20 -1.62 0.90
H 4.83 -2.49 2.78
C -3.31 8.32 0.55
Cl -4.74 0.40 -7.34
H 0.23 0.63 -0.72
H 2.10 0.99 1.46
H -4.45 -3.47 -2.21
H 3.46 5.24 7.73
H 0.03 -2.59 -2.43
Cl 4.37 0.17 -10.50
Cl 1.66 5.60 5.43
Cl 5.47 1.25 4.57
Cl -6.27 -7.43 6.94
H -1.71 0.06 6.67
Cl -5.50 -10.56 8.40
H 0.47 -1.54 -0.42
Cl 4.99 5.67 9.45
C 0.03 -0.50 2.09
C 4.59 -0.14 0.97
H 2.36 -0.35 -0.77
C -5.69 -9.63 9.88
H 2.57 1.20 -1.53
Cl 4.68 -5.06 -2.67
Cl -3.44 -7.00 7.38
C -5.54 -3.54 -2.03
H 7.51 0.38 5.31
Cl -2.50 8.19 -1.00
Cl -3.98 3.92 -1.41
C 6.44 2.61 -7.77
C -0.47 -2.09 -0.45
C -0.40 -3.11 -1.57
Cl -1.26 -1.98 5.63
Cl -2.58 -4.80 3.21
H -1.50 -3.40 0.91
Cl -8.14 -6.08 4.51
H 6.04 0.81 -13.64
Cl -9.03 4.04 -1.15
C 3.34 -6.17 -3.00
C 3.91 -2.24 2.26
H 5.03 -2.17 0.45
H -6.13 3.00 -1.36
Cl 7.33 -0.50 3.16
H 5.67 -0.10 1.06
H -3.85 1.51 -5.49
H 2.28 -0.60 -9.77
Cl -1.40 8.08 -4.15
C 6.68 -0.02 4.73
H 4.74 0.22 -1.14
Cl 4.42 7.27 7.10
Cl 8.07 3.35 3.17
H 4.57 1.67 -0.20
C -2.21 4.52 2.55
H 1.00 -0.82 1.73
H -3.00 5.25 2.43
Cl -0.39 -3.29 -4.87
Cl 2.37 -2.44 -5.24
Cl 10.18 1.54 4.03
H -1.26 -1.36 -0.65
H 3.33 -1.76 0.26
*
```

=====

A single C11H14O2 molecule in a non-equilibrium geometry, computed with the ωB97M-V functional and the def2-TZVPD basis.

Computed properties:
- SMILES: COc1cc(C(C)C)ccc1C=O
- Energy above the lowest of the compared OMol25 structures with the same formula, charge and spin: 98.8 kJ/mol
- HOMO-LUMO gap: 9.4 eV
- E_HOMO: -0.3389 Eh
- Molecular weight: 178.2 Da
- E_tot: -15728.343 eV

Geometry as ORCA input:
```
! wB97M-V def2-TZVPD RIJCOSX def2/J DEFGRID3
* xyz 0 1
H -3.92 -0.96 0.85
O -4.22 0.87 -0.25
H -4.04 -2.51 0.05
C -3.18 1.51 -0.15
H -3.23 2.60 -0.20
H 2.45 -0.86 1.94
C 3.05 0.17 -1.34
O -2.50 -1.34 -0.67
C 0.84 0.05 -0.08
H 4.09 -0.25 -1.29
H 2.98 0.77 1.45
C -1.83 0.91 -0.03
C -3.32 -1.78 0.41
C 2.26 -0.47 -0.18
C -0.21 -0.87 -0.30
H 3.13 1.26 -1.26
H 4.00 -0.61 1.12
C -1.54 -0.47 -0.28
H -0.02 -1.88 -0.53
H 2.58 -0.07 -2.28
H -2.68 -2.29 1.15
C 2.95 -0.27 1.16
C 0.54 1.36 0.19
H 1.35 2.05 0.33
C -0.76 1.80 0.19
H 2.20 -1.57 -0.33
H -1.00 2.86 0.35
*
```

=====

A 4-piece molecular cluster, C25H41N4O2 overall in a non-equilibrium geometry, computed with the ωB97M-V functional and the def2-TZVPD basis.

Computed properties:
- HOMO-LUMO gap: 8.1 eV
- E_HOMO: -0.4827 Eh
- Molecular weight: 429.6 Da
- E_tot: -36637.781 eV

Geometry as ORCA input:
```
! wB97M-V def2-TZVPD RIJCOSX def2/J DEFGRID3
* xyz 1 1
H 6.45 -1.15 -4.23
H 1.53 3.01 -0.91
H 2.13 2.63 -4.00
C 0.80 -0.12 3.95
H -5.64 -3.32 -2.14
H -3.97 -0.80 -1.63
C -2.97 -2.53 -2.45
H 2.28 1.05 0.32
H -2.20 -1.94 -2.95
C 2.32 3.01 -2.97
C 0.73 0.09 -2.72
H -0.37 -0.39 -5.68
C 5.37 -1.80 -2.33
C -1.09 -1.12 1.90
H 4.87 -2.74 -2.68
C -1.02 -1.67 3.31
C -4.66 2.71 5.77
O 0.00 1.61 -4.50
C 5.61 0.70 -3.21
H 6.32 1.16 -3.94
C 1.86 0.41 -0.49
H -2.70 1.66 8.46
H 5.96 0.80 -2.16
C -3.50 2.74 6.77
H 1.51 -2.97 -1.07
H -3.54 3.68 7.33
N 1.91 -0.96 -0.31
C -3.52 1.58 7.75
H -6.23 -1.81 -1.44
H -0.33 -2.52 3.33
H -5.62 2.74 6.29
H -4.46 1.56 8.31
C 5.57 -0.86 -3.59
C 1.25 2.55 -1.91
H 0.22 2.94 -2.14
C -0.56 -0.61 4.32
H 6.32 -2.08 -1.82
H -1.44 -1.89 1.21
H -0.52 -1.03 5.32
C 0.06 0.51 -4.05
H -0.11 -0.79 1.54
C -2.44 -3.00 -1.14
H -3.41 0.62 7.24
H 2.33 -1.31 0.56
H -4.61 3.56 5.10
H 4.66 -1.29 -1.62
H 3.99 2.46 -1.51
H -5.06 -2.78 -0.55
C -4.60 1.46 4.96
H 4.66 -1.03 -4.24
C 3.81 2.54 -2.61
H -4.58 -1.31 -3.20
C 1.45 -1.87 -1.24
H 3.95 1.34 -4.52
N 1.85 0.25 3.66
N -4.55 0.49 4.33
C 4.11 1.21 -3.41
C 0.84 -1.36 -2.46
H -2.55 2.74 6.23
H -1.25 0.24 4.33
H -1.78 -0.27 1.84
H -2.00 -2.04 3.61
H 4.47 3.33 -3.08
H 2.27 4.14 -3.06
C -5.35 -2.44 -1.55
O -0.59 -0.53 -4.74
C 1.27 1.00 -1.70
C -4.22 -1.68 -2.23
H 0.47 -2.10 -3.21
N -2.03 -3.37 -0.14
H 3.46 0.34 -3.11
H -3.20 -3.39 -3.08
*
```

=====

Copy entry 5 word for word.
A single C11H14O2 molecule in a non-equilibrium geometry, computed with the ωB97M-V functional and the def2-TZVPD basis.

Computed properties:
- SMILES: COc1cc(C(C)C)ccc1C=O
- Energy above the lowest of the compared OMol25 structures with the same formula, charge and spin: 98.8 kJ/mol
- HOMO-LUMO gap: 9.4 eV
- E_HOMO: -0.3389 Eh
- Molecular weight: 178.2 Da
- E_tot: -15728.343 eV

Geometry as ORCA input:
```
! wB97M-V def2-TZVPD RIJCOSX def2/J DEFGRID3
* xyz 0 1
H -3.92 -0.96 0.85
O -4.22 0.87 -0.25
H -4.04 -2.51 0.05
C -3.18 1.51 -0.15
H -3.23 2.60 -0.20
H 2.45 -0.86 1.94
C 3.05 0.17 -1.34
O -2.50 -1.34 -0.67
C 0.84 0.05 -0.08
H 4.09 -0.25 -1.29
H 2.98 0.77 1.45
C -1.83 0.91 -0.03
C -3.32 -1.78 0.41
C 2.26 -0.47 -0.18
C -0.21 -0.87 -0.30
H 3.13 1.26 -1.26
H 4.00 -0.61 1.12
C -1.54 -0.47 -0.28
H -0.02 -1.88 -0.53
H 2.58 -0.07 -2.28
H -2.68 -2.29 1.15
C 2.95 -0.27 1.16
C 0.54 1.36 0.19
H 1.35 2.05 0.33
C -0.76 1.80 0.19
H 2.20 -1.57 -0.33
H -1.00 2.86 0.35
*
```

=====

Which formula does entry 3 have?
C2H7FNPS

=====

Repeat the fifth record exactly.
A single C11H14O2 molecule in a non-equilibrium geometry, computed with the ωB97M-V functional and the def2-TZVPD basis.

Computed properties:
- SMILES: COc1cc(C(C)C)ccc1C=O
- Energy above the lowest of the compared OMol25 structures with the same formula, charge and spin: 98.8 kJ/mol
- HOMO-LUMO gap: 9.4 eV
- E_HOMO: -0.3389 Eh
- Molecular weight: 178.2 Da
- E_tot: -15728.343 eV

Geometry as ORCA input:
```
! wB97M-V def2-TZVPD RIJCOSX def2/J DEFGRID3
* xyz 0 1
H -3.92 -0.96 0.85
O -4.22 0.87 -0.25
H -4.04 -2.51 0.05
C -3.18 1.51 -0.15
H -3.23 2.60 -0.20
H 2.45 -0.86 1.94
C 3.05 0.17 -1.34
O -2.50 -1.34 -0.67
C 0.84 0.05 -0.08
H 4.09 -0.25 -1.29
H 2.98 0.77 1.45
C -1.83 0.91 -0.03
C -3.32 -1.78 0.41
C 2.26 -0.47 -0.18
C -0.21 -0.87 -0.30
H 3.13 1.26 -1.26
H 4.00 -0.61 1.12
C -1.54 -0.47 -0.28
H -0.02 -1.88 -0.53
H 2.58 -0.07 -2.28
H -2.68 -2.29 1.15
C 2.95 -0.27 1.16
C 0.54 1.36 0.19
H 1.35 2.05 0.33
C -0.76 1.80 0.19
H 2.20 -1.57 -0.33
H -1.00 2.86 0.35
*
```

=====

Number 6 is which compound?
C25H41N4O2